A cluster of 2 separate species, C23H37N3O3P in total in a non-equilibrium geometry, computed with the ωB97M-V functional and the def2-TZVPD basis.

The LUMO energy comes out at -3.63 eV. Its HOMO-LUMO gap is 0.2926 Eh. The HOMO energy is -11.59 eV. The charge is +1.

Structure (XYZ):
```
67
Properties=species:S:1:pos:R:3:forces:R:3:mulliken_charge:R:1
C 4.05608 -3.04984 -0.96588 -0.2130 0.6355 -0.3670 -1.28
C 4.52201 -1.59375 -1.15804 -0.1363 -0.6263 -0.1838 -0.06
C 4.79850 -0.85735 0.14245 0.1179 -0.1864 -0.0396 -0.82
C 3.59462 -0.79183 1.07703 0.3996 0.0953 -0.1333 -0.48
O 3.17231 0.59842 1.29669 -0.2472 -0.1208 -0.5119 -0.37
C 1.86789 0.80120 1.10732 0.2832 -0.2742 0.6691 0.44
C 0.92672 0.28569 1.99039 -0.3554 0.0620 -0.3809 -0.91
C -0.39670 0.53148 1.73909 0.0761 -0.0162 -0.0319 -0.76
C -0.83583 1.29625 0.64268 0.2187 0.0540 0.2472 0.28
C -2.34184 1.44152 0.51698 0.0782 0.0438 -0.5123 0.15
C -2.87419 2.85774 0.27272 -0.1383 -0.0222 -0.0348 -2.08
C -2.83184 0.36610 -0.50261 0.0317 0.3946 0.5384 -0.20
C -4.12442 0.68839 -1.25308 0.3287 -0.8515 -0.7462 -0.43
C -4.83014 -0.63092 -1.59930 0.4048 0.3842 0.6705 -1.26
C 0.13696 1.79002 -0.21333 0.6751 0.1055 -0.2105 0.90
P -0.38210 2.77792 -1.70831 -1.0033 0.4228 -0.4035 0.04
N 0.03543 1.76354 -3.05483 -0.4045 -0.3005 1.1082 -0.63
O 0.75122 3.95471 -1.68310 0.2213 -0.3425 0.0367 -0.42
N 1.48057 1.53389 0.05375 -0.3936 -0.0675 -0.2005 0.64
C 2.55273 2.07858 -0.77474 0.4437 0.5406 0.0981 -0.22
C 3.28909 3.12677 -0.22846 0.1535 0.0678 -0.2283 0.09
C 4.32155 3.70488 -0.95501 -0.3471 -0.5095 -0.2122 -1.06
C 4.62533 3.20888 -2.22281 -0.3476 -0.1344 0.3620 -0.54
C 3.89363 2.14729 -2.74502 0.1198 0.1790 0.1269 -1.43
C 2.84458 1.57574 -2.02704 0.3012 0.1030 0.2349 0.38
H 2.97871 -3.07892 -0.81389 -0.0899 -0.1576 0.2941 0.36
H 4.22475 -3.58572 -1.89398 0.1244 -0.2833 0.0079 0.41
H 4.56236 -3.54473 -0.14328 0.0908 -0.1417 0.0398 0.29
H 3.76878 -1.09223 -1.76504 -0.0533 0.2702 0.0301 -0.11
H 5.41922 -1.61740 -1.77139 0.2241 0.1934 0.0656 0.44
H 5.58540 -1.40424 0.65948 0.1694 0.0444 0.0610 0.49
H 5.19038 0.13446 -0.06783 -0.0905 0.2164 0.1405 0.30
H 2.77656 -1.35448 0.63567 -0.2880 0.0362 0.1138 0.48
H 3.83665 -1.21044 2.04672 -0.1007 0.0200 0.2069 0.28
H 1.24704 -0.30512 2.83068 0.1433 -0.0222 0.1042 0.57
H -1.15658 0.13529 2.39557 -0.0040 -0.0725 0.1658 0.48
H -2.72830 1.14874 1.49016 -0.0111 -0.0464 0.1385 0.48
H -3.00835 3.07720 -0.77579 0.0380 0.0545 -0.1881 0.44
H -2.22983 3.62584 0.69179 0.1099 0.0523 0.1278 0.41
H -3.85078 2.95064 0.74061 -0.0576 0.0317 0.1091 0.51
H -2.02164 0.17652 -1.20844 -0.0409 -0.0072 -0.2467 0.32
H -2.95662 -0.56398 0.04903 -0.0229 -0.1694 0.0251 0.11
H -3.83666 1.13864 -2.20308 -0.2158 0.5635 0.0454 0.23
H -4.78525 1.35510 -0.71181 -0.0421 0.1090 0.1173 0.38
H -4.97877 -1.16355 -0.66478 -0.3911 -0.1961 -0.0458 0.21
H -5.76586 -0.47194 -2.12187 -0.0850 -0.0879 -0.1423 0.42
H -4.14735 -1.25134 -2.17411 -0.1066 -0.1103 -0.3097 0.34
H 0.32234 0.85162 -2.71108 0.3033 -0.0344 -0.4001 0.23
H -0.85428 1.59074 -3.51480 0.0680 0.0990 -0.2993 0.35
H 0.79452 4.36741 -2.55390 0.0789 0.1886 -0.0143 0.35
H 3.06072 3.49984 0.75815 -0.1280 -0.0025 0.1032 0.51
H 4.88679 4.52609 -0.54695 0.0375 0.0856 0.1194 0.47
H 5.43906 3.65435 -2.77089 0.0650 -0.0383 -0.2101 0.46
H 4.15371 1.75628 -3.71554 -0.0560 -0.0793 -0.1239 0.46
H 2.29972 0.74506 -2.43873 -0.0076 -0.1207 -0.0490 0.37
C -4.47388 -2.24498 3.07133 0.0227 0.0540 -0.0728 -1.36
C -3.94448 -3.08203 1.93027 -0.0456 -0.0476 -0.1269 0.76
O -3.92926 -2.66779 0.77725 0.1170 0.0414 0.1977 -0.60
N -3.48604 -4.32153 2.22335 0.0166 0.1120 0.1176 -0.18
C -3.43071 -4.98088 3.51726 0.0767 -0.1195 -0.3185 -0.86
H -4.80385 -1.28909 2.67503 -0.0010 -0.0237 -0.0621 0.25
H -5.32202 -2.73578 3.54824 0.0402 0.0084 0.0905 0.44
H -3.69598 -2.06964 3.81598 -0.0668 -0.0545 0.0818 0.37
H -3.15269 -4.82766 1.41765 -0.0297 -0.0358 0.0002 0.25
H -2.39894 -5.24139 3.75666 -0.0244 0.0024 0.1073 0.29
H -4.02078 -5.89718 3.49076 -0.0204 0.0067 0.1112 0.29
H -3.81993 -4.33717 4.29798 -0.0144 0.0253 -0.0074 0.33
```
Forces are in eV/Å.

=====

A cluster of 6 separate species, C23H37NO18S in total in a non-equilibrium geometry, computed with the ωB97M-V functional and the def2-TZVPD basis.

Its SMILES is CCCCN[C@H]1CCCS(=O)(=O)O1.O=C1OCCO1.O=C1OCCO1.O=C1OCCO1.O=C1OCCO1.O=C1OCCO1. The LUMO energy comes out at 0.01 eV. Its HOMO-LUMO gap is 0.3658 Eh. The HOMO energy is -9.94 eV. The charge is 0.

Structure (XYZ):
```
80
Properties=species:S:1:pos:R:3:forces:R:3:mulliken_charge:R:1
C -4.88361 -0.74693 -1.32992 0.3159 0.6491 0.0623 -0.98
C -3.97104 0.05301 -2.33006 -0.5336 -1.0082 -0.4028 -0.21
C -2.52254 -0.51837 -2.43029 -0.3305 0.7841 0.1500 -0.78
C -1.52522 0.03318 -1.35817 0.2700 -0.7741 -1.0868 -0.10
N -2.17534 0.72182 -0.24208 0.7301 -0.4490 1.5716 0.42
C -1.27397 0.78146 0.90750 0.3520 2.3675 -1.3082 -0.68
C -1.74609 1.80875 1.97669 -1.4343 -0.1600 -0.5925 -0.52
C -3.14956 1.42014 2.55593 1.1737 -0.7301 0.7577 -0.50
C -2.90528 0.14292 3.46390 -0.3206 1.6005 -0.8967 -0.68
S -2.13078 -1.13229 2.41851 -0.1208 -6.0062 1.0319 1.11
O -3.14955 -1.87369 1.63067 1.5093 2.9475 0.6992 -0.66
O -1.44111 -2.10979 3.31347 -0.5316 2.7163 -1.4110 -0.59
O -0.95362 -0.52608 1.44914 -1.6450 -0.0089 1.8352 -0.13
H -5.93770 -0.76053 -1.65845 0.4714 0.0954 0.1030 0.38
H -4.54542 -1.79389 -1.23480 -0.1190 0.4765 0.0174 0.24
H -4.86519 -0.27107 -0.32838 -0.0867 -0.4548 -0.3927 0.18
H -3.98824 1.13791 -2.12472 0.0577 -0.5047 0.0031 -0.04
H -4.43619 -0.10363 -3.32626 0.3345 0.2686 0.4175 0.45
H -2.12595 -0.23832 -3.42444 -0.1001 -0.2870 0.4370 0.34
H -2.58696 -1.61889 -2.38717 0.0943 0.4335 0.0088 0.41
H -0.88060 -0.81941 -1.04589 -0.3777 0.4552 0.1160 -0.06
H -0.83410 0.73302 -1.87503 -0.4208 -0.0865 0.4999 0.26
H -2.98505 0.21105 0.10564 -0.1246 -0.0375 -0.6653 -0.12
H -0.32177 1.17975 0.50246 -0.2228 -0.5987 0.3869 0.45
H -1.02189 1.95686 2.79449 -0.1438 -0.2385 -0.3785 0.43
H -1.88693 2.77036 1.45005 0.3341 -0.4760 0.2171 0.01
H -3.87534 1.18045 1.76161 0.2487 0.3094 0.3340 0.13
H -3.52604 2.23671 3.19258 -0.0322 -0.3543 -0.3821 0.46
H -2.27699 0.42521 4.32794 0.1719 -0.4554 -0.6692 0.31
H -3.84766 -0.25388 3.88032 0.5041 -0.3574 -0.5773 0.46
O 4.29343 -2.32048 0.16655 0.2985 -0.0561 -0.0142 -0.55
C 3.37577 -2.70703 0.81912 -0.0413 -0.0053 0.1968 0.59
O 2.08873 -2.39364 0.54513 0.2501 0.0050 -0.0509 -0.26
C 1.25916 -3.19352 1.38443 -0.6940 -0.1822 0.0406 0.60
C 2.17540 -3.51754 2.52933 -0.1915 -0.1239 0.5195 -0.21
O 3.47308 -3.49225 1.91728 -0.1316 0.2735 -0.5308 -0.36
H 0.37509 -2.64179 1.69768 0.1562 0.0534 -0.1098 -0.55
H 0.94514 -4.08266 0.83116 0.0715 0.0243 -0.0248 0.21
H 2.13944 -2.76310 3.31466 0.0925 -0.0976 -0.1376 0.22
H 1.96753 -4.49335 2.96435 0.2606 -0.0034 -0.0239 0.34
O 3.15653 -3.61744 6.50531 0.0386 -0.0335 -0.0344 -0.52
C 2.16379 -2.96967 6.50107 0.1772 -0.1598 0.1650 0.57
O 1.65270 -2.35492 5.40422 0.1369 0.0147 0.3749 -0.28
C 0.35295 -1.88213 5.74022 -0.5529 0.1955 -0.2275 -0.02
C 0.42147 -1.74977 7.23692 -0.1449 0.2276 0.3126 -0.34
O 1.38378 -2.74610 7.59072 0.0241 0.0493 -0.2688 -0.34
H 0.15228 -0.93600 5.24253 0.1186 -0.0868 -0.1191 0.08
H -0.38389 -2.61543 5.41312 0.0164 0.0615 0.0077 0.22
H 0.79195 -0.77183 7.55619 0.0333 -0.0551 -0.0154 0.25
H -0.53493 -1.94021 7.72088 0.1395 -0.1671 0.0804 0.32
O 3.98368 -0.86515 -6.06204 -0.0034 0.1215 -0.0516 -0.53
C 4.09843 -1.54643 -5.09463 -0.0246 -0.0587 -0.1518 0.59
O 4.05890 -1.07910 -3.82360 0.0883 -0.2460 -0.2830 -0.18
C 3.99895 -2.20883 -2.94889 -0.0357 -0.0650 0.6211 -0.13
C 4.59879 -3.30453 -3.78559 0.1683 -0.3768 0.1114 -0.36
O 4.28303 -2.88825 -5.11771 -0.0456 0.2625 0.0706 -0.36
H 4.55608 -2.02522 -2.03532 -0.0793 0.1844 -0.0655 0.20
H 2.95343 -2.39784 -2.69366 0.0334 0.0079 -0.0291 0.18
H 5.68492 -3.36397 -3.68174 -0.0416 0.0448 -0.0337 0.27
H 4.16963 -4.28134 -3.57088 -0.0426 0.0355 -0.2185 0.32
O -3.74819 4.61236 0.95255 -0.0214 -0.0747 0.1915 -0.56
C -3.17641 4.54700 -0.08890 -0.0577 0.0520 -0.0139 0.64
O -2.14455 5.34792 -0.44650 -0.2737 -0.1882 0.0902 -0.36
C -1.58052 4.81403 -1.64696 0.5199 0.1016 -0.2858 -0.19
C -2.72786 4.03336 -2.22647 -0.0146 -0.2243 -0.5347 -0.31
O -3.47060 3.65877 -1.06508 0.0493 0.2604 0.1369 -0.30
H -1.23727 5.61056 -2.30388 -0.0126 0.0461 0.1821 0.37
H -0.73068 4.17878 -1.38642 -0.0555 0.0233 -0.0433 0.19
H -3.36657 4.64064 -2.87275 0.0152 0.0048 0.0656 0.32
H -2.39982 3.15371 -2.77821 -0.1061 -0.0717 0.1664 0.23
O 0.95700 4.18980 -3.75735 -0.2135 0.1089 0.0701 -0.53
C 1.98558 3.59593 -3.82376 0.0955 -0.0732 -0.0375 0.57
O 3.13132 4.10176 -4.34155 -0.2590 -0.1326 0.1239 -0.34
C 4.18567 3.18565 -4.03342 0.4591 0.0786 -0.0061 -0.37
C 3.44875 1.88880 -3.84325 0.2472 -0.4370 -0.0801 -0.04
O 2.16275 2.32618 -3.39075 -0.0315 0.3516 -0.0379 -0.22
H 4.91217 3.14116 -4.84260 -0.1546 0.1551 -0.0664 0.31
H 4.68873 3.52096 -3.12259 -0.0693 0.0126 -0.0208 0.26
H 3.32724 1.33491 -4.77597 -0.0037 0.0226 0.0505 0.14
H 3.91773 1.24142 -3.10823 -0.2119 0.0236 0.0534 0.23
```
Forces are in eV/Å.

=====

A structure of composition C23H38BCl7F14ILi2N2NaNbO9 in a non-equilibrium geometry, computed with the ωB97M-V functional and the def2-TZVPD basis.

The LUMO energy comes out at -6.41 eV. Its HOMO-LUMO gap is 0.0260 Eh. The HOMO energy is -7.12 eV. The charge is +1.

Structure (XYZ):
```
99
Properties=species:S:1:pos:R:3:forces:R:3:mulliken_charge:R:1
C -0.87188 1.69857 4.95448 -0.4720 -0.0443 0.0973 -0.39
C -1.25886 2.48153 3.52838 -0.5222 -0.3626 1.4238 0.42
C -2.10031 1.47908 2.48581 1.6533 0.6798 1.0067 -0.95
I -4.06908 1.19552 3.50136 0.9451 0.1496 -0.4781 0.15
Nb -2.33693 2.56731 0.49388 2.4564 -2.2754 2.3048 -1.23
C -0.18553 2.20818 -0.15278 0.7340 0.3832 -1.0735 -0.14
C 0.64217 1.09145 0.71094 1.5488 -0.6729 -1.0511 0.56
C 0.28235 -0.48441 0.29107 0.2886 0.6497 1.2084 0.28
O 1.49719 -1.36421 0.35210 -2.6144 -0.5514 0.6148 -0.42
C 0.91947 -2.67410 0.80103 -0.0140 -1.3593 -0.0383 -0.56
C -2.94339 0.68117 -0.64609 -2.2507 -1.3447 -1.2150 -0.48
C -3.63333 -0.48988 0.26773 5.0602 -4.5375 4.2385 0.42
O -3.01709 -1.30424 1.12779 -4.9894 6.1840 -6.4844 -0.33
F -5.11638 -0.72385 0.09672 2.4151 1.1415 -0.2374 -0.15
O -1.80160 4.36893 1.45839 0.0512 -0.4088 -0.9512 -0.34
N -2.13704 5.37049 0.59930 -2.6970 -0.3654 1.1930 0.18
O -3.34101 5.54592 0.69698 1.7240 1.0450 -0.3893 -0.30
H -1.39239 0.63359 4.96038 1.1905 2.2179 0.0437 0.22
H -1.28455 2.29575 5.89890 0.8509 -1.2721 -2.1751 0.31
H 0.28711 1.58143 5.06806 -2.2885 0.1631 -0.3537 -0.22
H -1.99335 3.36196 3.85947 1.7967 -1.7198 -0.8258 0.10
H -0.25837 2.87781 3.06881 -2.0360 -0.5498 0.6345 0.22
H -1.48480 0.48446 2.44378 -1.4947 1.5600 0.0463 0.46
H -4.09635 2.86972 0.94971 -0.5347 0.3449 -0.6386 -0.15
H -2.59489 3.50677 -1.03353 -0.2571 0.3253 -0.3893 0.05
H -0.15592 1.97334 -1.32292 0.0799 0.2532 2.6120 0.15
H 0.37690 3.25603 -0.04879 -1.2853 -2.1234 -0.0646 0.38
H 0.62261 1.25514 1.88119 -0.2636 -0.4172 -2.4857 -0.39
H 1.78921 1.22000 0.40408 -2.2717 -0.3493 0.7677 0.06
H -0.43903 -0.90393 1.12228 0.9568 0.9445 -2.1128 0.10
H -0.12242 -0.58983 -0.80148 0.4089 0.3837 2.1042 -0.15
H -0.13222 -2.89313 0.28371 2.2097 0.5457 1.2909 0.28
H 1.61333 -3.58474 0.47462 -1.1670 2.2195 0.7311 0.24
H 0.81429 -2.67817 1.98872 0.0977 0.0338 -2.6148 0.22
H -2.04092 0.30437 -1.31998 -1.9741 0.2695 1.8452 0.09
H -3.77740 1.02731 -1.42739 1.6813 -0.7007 1.6556 0.43
C 3.82215 0.58308 5.42498 -0.2040 -0.0563 0.1083 0.29
Cl 2.49066 1.11086 6.48477 0.5193 -0.1724 -0.2650 -0.09
Cl 4.56435 -0.89222 6.09384 -0.1605 0.3640 -0.1773 -0.10
Cl 3.18527 0.24154 3.79648 0.1192 0.0671 0.3278 -0.03
Cl 5.04824 1.87193 5.32494 -0.2077 -0.2332 0.0129 -0.12
C -6.90847 -1.94071 1.68938 0.5409 -0.0646 0.4618 -1.07
C -7.57881 -2.90595 2.64548 0.3825 0.3274 -0.9880 0.23
C -9.06663 -2.73927 2.71818 -0.5934 -0.3465 -0.4894 -0.54
O -9.36209 -3.20654 4.02053 0.3629 0.1212 0.4758 -0.31
C -8.25058 -2.95416 4.77451 0.4165 -0.0532 3.0336 0.54
O -8.21827 -2.99464 5.99315 -0.1516 0.0456 -3.0535 -0.55
O -7.17961 -2.64498 3.98180 -0.8245 -0.1305 0.6171 -0.30
H -7.21292 -2.13125 0.65608 0.0872 -0.6178 0.0132 0.46
H -7.15117 -0.90256 1.94182 -0.0990 0.0306 0.4714 0.34
H -5.81885 -2.03067 1.75842 -0.2961 -0.1399 -0.1851 0.12
H -7.29840 -3.93822 2.40182 -0.0276 0.1531 -0.0570 0.37
H -9.59241 -3.33036 1.96260 -0.0197 -0.0109 0.2633 0.32
H -9.39351 -1.69590 2.64610 0.1511 0.0731 -0.0555 0.33
C 4.03632 2.96568 -2.68132 0.4074 0.1432 1.2756 -0.81
C 2.54138 2.61638 -2.69195 -0.4966 1.0027 0.5813 1.01
C 2.20005 1.25547 -3.28908 -1.3470 -1.0009 0.6417 0.06
F 2.59340 1.13966 -4.57590 -0.0754 -0.1023 -0.2161 -0.27
F 0.85418 1.05247 -3.28290 0.6176 0.3471 0.0386 -0.26
F 1.85489 3.61623 -3.30906 0.2076 -0.3720 -0.1321 -0.33
F 2.11357 2.62680 -1.38923 1.1462 -0.3277 -1.2606 -0.19
O 4.50681 3.78026 -3.76017 -0.0110 -1.2437 -2.6149 -0.41
C 4.81235 3.08154 -4.96537 -0.0774 0.1888 3.4036 0.83
C 3.87058 3.44271 -6.12254 -1.9794 1.0580 1.4222 0.02
F 2.57010 3.21788 -5.80627 1.4436 0.4032 -0.5177 -0.20
F 4.13631 2.68859 -7.22343 0.7446 -0.6099 -1.4913 -0.27
F 4.85057 1.75217 -4.70829 0.5538 0.4471 -1.0600 -0.30
F 6.08660 3.43396 -5.28684 -0.0181 0.0568 -0.6597 -0.36
H 4.20503 3.58049 -1.78997 -0.2231 0.0485 -0.2848 0.53
H 4.67118 2.08500 -2.52719 -0.3008 0.0999 -0.1871 0.25
H 2.65741 0.44638 -2.71251 0.0671 0.1114 0.1332 0.37
H 3.97223 4.49626 -6.39726 0.1762 0.0151 0.2040 0.37
Na -7.33328 -0.11944 -0.15758 0.6026 0.0867 0.0847 0.97
C 8.49290 -1.38320 -3.34026 0.5708 0.4660 -0.0630 -1.05
C 7.99444 0.01731 -3.52244 -2.5302 -0.7765 4.0129 0.50
O 7.22794 0.59938 -2.78287 1.0209 -0.9054 -0.5292 -0.43
N 8.29172 0.78466 -4.66973 0.2004 0.6905 -2.1642 0.10
C 9.71469 1.12014 -4.85123 0.9867 0.3358 -0.3468 -0.88
H 8.46579 -1.63947 -2.27760 -0.1988 0.1222 -0.2296 0.35
H 7.85623 -2.07171 -3.90061 0.0086 -0.0070 -0.0116 0.33
H 9.52482 -1.47356 -3.68524 -0.0814 -0.1777 -0.0850 0.39
H 7.95443 0.26562 -5.48368 -0.0498 0.1726 -0.2730 0.39
H 7.71446 1.62417 -4.53318 0.0128 0.0553 -0.2632 0.17
H 9.77920 1.84241 -5.66830 0.1271 -0.1314 0.1792 0.37
H 10.26209 0.21161 -5.11292 -0.0404 0.2391 0.1077 0.37
H 10.09447 1.56139 -3.92590 -0.0574 -0.1068 -0.1828 0.37
B -3.47788 -4.61752 0.74906 0.2162 -0.1388 0.3108 0.66
F -4.40723 -3.72247 0.07916 0.6971 -0.8064 0.5562 -0.42
F -3.81033 -5.99459 0.42227 0.2986 1.4792 0.4024 -0.36
F -2.12315 -4.32825 0.30780 -1.3927 -0.2428 0.3698 -0.35
F -3.57070 -4.42476 2.18703 -0.0114 -0.2609 -1.6761 -0.45
F -4.66315 3.36066 5.40522 0.2228 0.4438 -0.8336 -0.84
Li -3.80833 4.33238 2.63402 -0.2354 -0.5238 0.4676 0.80
Li 4.54536 3.43479 -9.17600 -0.2493 -0.2125 0.2525 0.97
C -3.93150 -8.64559 2.51139 0.0619 0.2705 -0.1104 0.38
Cl -5.23842 -9.22972 1.46738 0.1213 0.0653 0.1229 -0.14
Cl -4.02501 -9.40548 4.10940 -0.0065 0.0458 -0.0824 -0.15
Cl -2.35416 -8.95610 1.76632 -0.2196 0.0458 0.1157 -0.14
H -4.04686 -7.56589 2.63621 0.0776 -0.2901 -0.1617 0.02
```
Forces are in eV/Å.